{
  "formula": "C29H21F5N7S2Ti",
  "method": "ωB97M-V with the def2-TZVPD basis set",
  "de_lowest_kj_mol": 0.0,
  "mol_weight_g_mol": 674.53,
  "multiplicity": 2,
  "e_homo_ha": [-0.273, -0.276],
  "total_charge": 0,
  "energy_ha": -3646.20635,
  "max_force_ev_per_a": 1.8,
  "gap_ev": [6.828, 6.875],
  "lumo_energy_ev": [-0.593, -0.626],
  "species": ["Ti", "N", "C", "S", "N", "N", "C", "C", "C", "C", "C", "C", "N", "H", "H", "H", "H", "H", "H", "H", "S", "C", "N", "C", "C", "C", "N", "H", "H", "H", "H", "C", "C", "C", "C", "C", "C", "N", "C", "C", "C", "C", "C", "C", "H", "H", "H", "H", "H", "H", "H", "H", "H", "H", "F", "C", "C", "C", "F", "C", "F", "C", "F", "C", "F"],
  "coordinates": [[0.17130, -0.28713, 0.10790], [2.90942, 0.46762, 3.43642], [2.24792, 0.02215, 2.35108], [0.60102, -0.49347, 2.56360], [2.96753, -0.00455, 1.23766], [2.22843, -0.33375, 0.15358], [2.81261, -0.73849, -0.91190], [1.95934, -1.04101, -2.06800], [2.46677, -1.60061, -3.23023], [1.60081, -1.86535, -4.27757], [0.25646, -1.55534, -4.14260], [-0.17831, -1.00269, -2.95192], [0.64758, -0.75533, -1.93455], [2.50152, 0.35074, 4.34487], [3.89430, 0.65311, 3.35113], [3.88923, -0.87241, -0.94215], [3.52163, -1.82711, -3.30143], [1.97390, -2.31049, -5.19045], [-0.45163, -1.74399, -4.93616], [-1.21707, -0.74918, -2.78799], [-2.55192, 0.27566, 0.49889], [-2.80632, -0.70044, 1.83482], [-3.34347, -0.12136, 2.96029], [-3.51112, -0.76646, 4.13235], [-3.15326, -2.07124, 4.22196], [-2.64417, -2.64996, 3.03703], [-2.48799, -2.01806, 1.90563], [-3.56470, 0.86164, 2.87681], [-3.92290, -0.18699, 4.94609], [-3.25593, -2.62829, 5.13857], [-2.36032, -3.69837, 3.03276], [1.67348, 4.33860, 3.00388], [0.51531, 3.61238, 3.24174], [0.01716, 2.75092, 2.27440], [0.67042, 2.60232, 1.05536], [1.83205, 3.33494, 0.82295], [2.32988, 4.19658, 1.78792], [0.17668, 1.72328, 0.04458], [-0.44330, 2.44954, -1.01224], [-0.03832, 2.29753, -2.33651], [-0.68184, 2.97412, -3.36644], [-1.73136, 3.83462, -3.09221], [-2.12395, 4.01849, -1.77058], [-1.49189, 3.33862, -0.74521], [2.06204, 5.01034, 3.75854], [-0.00531, 3.71766, 4.18613], [-0.88018, 2.17194, 2.45075], [2.34211, 3.21374, -0.12533], [3.23606, 4.75572, 1.59070], [0.81804, 1.67631, -2.55540], [-0.34034, 2.83924, -4.38573], [-2.22908, 4.36693, -3.89201], [-2.93568, 4.69688, -1.53813], [-1.81034, 3.48214, 0.27894], [-2.09705, -2.44530, -1.15556], [-1.12901, -3.18849, -0.55666], [-0.06543, -2.56530, 0.06806], [0.85985, -3.45592, 0.57842], [1.99509, -3.01526, 1.17633], [0.74025, -4.83741, 0.52336], [1.67813, -5.63966, 1.04927], [-0.36312, -5.39591, -0.09140], [-0.50605, -6.72407, -0.15989], [-1.31309, -4.55674, -0.64520], [-2.38353, -5.08234, -1.25971]]
}